Computed, not measured: C4H4OS in the gas phase at a distorted geometry, with wB97M-V/def2-TZVPD.

Each line ends with the Mulliken charge.
Element x y z (Å)
C1 -0.97466 0.44784 -0.07595  -0.05
C2 0.45717 1.11888 -0.16040  -0.29
C3 -0.11564 -1.71020 -0.19636  -0.30
C4 1.56740 0.51573 0.06953  0.26
O1 -0.98789 -0.91584 0.33741  -0.25
S1 2.96860 -0.08850 -0.01044  -0.35
H1 -1.38556 0.90211 0.80720  0.30
H2 -1.55916 0.42213 -1.06042  0.27
H3 0.28856 2.09068 0.18055  0.28
H4 -0.25882 -2.78283 0.10886  0.14

Values from the calculation:
Energy above the lowest of the compared OMol25 structures with the same formula, charge and spin (eV): 5.156
HOMO level (eV): -8.3
Lowest unoccupied orbital energy (eV): -0.109